Record 1
C5H5NO | wB97M-V/def2-TZVPD

XYZ file:
```
12
C5H5NO (wB97M-V/def2-TZVPD)
O 0.7526 -0.6806 1.8757
N -1.2911 -1.7667 0.1546
C -0.8910 0.6542 0.0597
C 1.4518 -0.8998 -0.4688
C 0.5905 -0.6605 0.7190
C -1.2955 1.9098 0.0130
C -1.4357 -0.5976 0.0087
H 0.8658 -0.9824 -1.3795
H 2.1439 -0.0603 -0.5671
H -2.3120 2.1824 -0.2592
H -0.5923 2.7239 0.1469
H 2.0128 -1.8223 -0.3030
```

Values from the calculation:
- Kohn-Sham gap (eV) = 9.205
- 2S+1 = 1
- ΔE to the lowest compared entry with this formula, charge and spin (kcal per mole) = 91.85
- HOMO energy (eV) = -8.854
- lowest unoccupied orbital energy (eV) = 0.35

Atom charges from the natural (NBO) analysis, given in e for atoms 1 to 6:
1 O -0.466
2 N -0.376
3 C -0.269
4 C -0.723
5 C 0.769
6 C -0.346

Record 2
C5H5NO | wB97M-V/def2-TZVPD

XYZ file:
```
12
C5H5NO (wB97M-V/def2-TZVPD)
O -0.5133 -1.6090 0.1497
N -0.2177 -1.4710 -2.2838
C -0.9658 0.8079 0.2807
C 1.0430 0.2776 0.4034
C 0.1005 1.0784 -0.4848
C -0.3507 -1.5218 -1.1293
C -0.2708 -0.3578 0.9184
H 0.2570 1.6548 -1.3892
H -1.9365 1.2606 0.4204
H 1.4594 0.9618 1.1476
H 1.8195 -0.3895 0.0207
H -0.4245 -0.6920 1.9462
```

Values from the calculation:
- Kohn-Sham gap (eV) = 10.968
- 2S+1 = 1
- ΔE to the lowest compared entry with this formula, charge and spin (kcal per mole) = 69.99
- HOMO energy (eV) = -10.138
- lowest unoccupied orbital energy (eV) = 0.83

Atom charges from the natural (NBO) analysis, given in e for atoms 1 to 6:
1 O -0.490
2 N -0.425
3 C -0.250
4 C -0.445
5 C -0.111
6 C 0.548

Record 3
C5H5NO | wB97M-V/def2-TZVPD

XYZ file:
```
12
C5H5NO (wB97M-V/def2-TZVPD)
O 1.1797 2.1178 -0.3794
N -1.6266 0.1447 0.5453
C 2.1486 -0.8556 0.1443
C -0.7351 -0.6109 -0.3042
C 0.8246 -0.3098 0.1574
C -0.9438 0.8423 -0.5316
C 0.4989 1.1525 -0.1846
H 0.4652 -0.7248 1.0980
H -1.3087 0.3618 1.4926
H -1.1121 -1.4905 -0.8163
H 2.1208 -1.9587 0.0877
H -1.5116 1.3312 -1.3093
```

Values from the calculation:
- Kohn-Sham gap (eV) = 8.208
- 2S+1 = 1
- ΔE to the lowest compared entry with this formula, charge and spin (kcal per mole) = 154.90
- HOMO energy (eV) = -8.859
- lowest unoccupied orbital energy (eV) = -0.65

Atom charges from the natural (NBO) analysis, given in e for atoms 1 to 6:
1 O -0.477
2 N -0.554
3 C 0.008
4 C -0.055
5 C -0.574
6 C -0.187

Record 4
C5H5NO | wB97M-V/def2-TZVPD

XYZ file:
```
12
C5H5NO (wB97M-V/def2-TZVPD)
O 1.3964 0.3671 -1.0386
N -2.0132 -0.9521 1.2147
C 0.4335 0.1642 -1.9249
C -0.5786 -0.5913 -1.7404
C -0.0265 0.0049 2.2864
C -1.0325 -0.6011 1.6563
C 0.9020 0.7051 2.7202
H 0.9367 0.5733 -0.1357
H 1.4736 1.4528 3.1295
H -0.7690 -1.0369 -0.7746
H 0.6705 0.5766 -2.9487
H -1.3929 -0.6625 -2.4442
```

Values from the calculation:
- Kohn-Sham gap (eV) = 9.044
- 2S+1 = 1
- ΔE to the lowest compared entry with this formula, charge and spin (kcal per mole) = 96.07
- SMILES = C#CC#N.C=CO
- HOMO energy (eV) = -9.202
- lowest unoccupied orbital energy (eV) = -0.16

Atom charges from the natural (NBO) analysis, given in e for atoms 1 to 6:
1 O -0.692
2 N -0.208
3 C 0.142
4 C -0.509
5 C -0.075
6 C 0.150